P.
Computed, not measured: a 2-piece molecular cluster, C4H13NO3 overall, with ωB97M-V with the def2-TZVPD basis set.

The SMILES is OCCCNCO.O. The HOMO-LUMO gap is 10.3 eV. The LUMO energy is 0.02607 Eh.

Geometry as ORCA input:
```
! wB97M-V def2-TZVPD RIJCOSX def2/J DEFGRID3
* xyz 0 1
O 0.725 -2.889 -1.566
C 1.389 -1.716 -1.534
C 0.578 -0.446 -1.478
C -0.324 -0.257 -0.283
N 0.361 0.442 0.886
C -0.421 0.377 2.139
O -1.721 0.854 1.758
H -0.315 -2.713 -1.524
H 1.857 -1.802 -2.513
H 2.213 -1.838 -0.731
H 1.165 0.441 -1.690
H -0.013 -0.504 -2.402
H -1.170 0.377 -0.531
H -0.631 -1.302 -0.054
H 1.295 0.029 1.193
H -0.536 -0.746 2.256
H 0.066 0.801 2.948
H -1.463 1.841 1.342
O -0.512 3.182 0.099
H -0.078 2.705 0.848
H -0.187 2.690 -0.740
*
```

Electronic structure analysis, natural (NBO) charges in units of e:
1. O -0.71
2. C -0.05
3. C -0.46
4. C -0.23
5. N -0.68
6. C 0.09
7. O -0.73
8. H 0.46
9. H 0.17
10. H 0.15
11. H 0.22
12. H 0.21
13. H 0.22
14. H 0.17
15. H 0.36
16. H 0.14
17. H 0.17
18. H 0.48
19. O -0.95
20. H 0.48
21. H 0.48

Q.
Computed, not measured: a 4-piece molecular cluster, C4H13NO3 overall, with ωB97M-V with the def2-TZVPD basis set.

The SMILES is C=C/C=C/N.O.O.O. The HOMO-LUMO gap is 8.6 eV. The LUMO energy is 0.01262 Eh.

Geometry as ORCA input:
```
! wB97M-V def2-TZVPD RIJCOSX def2/J DEFGRID3
* xyz 0 1
C -1.647 -3.828 -2.030
C -0.703 -3.740 -1.085
C -0.540 -2.530 -0.285
C 0.121 -1.392 -0.381
N -0.013 -0.333 0.536
H -1.683 -4.473 -2.912
H -2.424 -3.239 -2.004
H 0.289 -4.354 -0.962
H -1.145 -2.624 0.610
H 0.864 -1.329 -1.197
H 0.501 0.513 0.567
H -0.042 -0.618 1.538
O 0.813 2.692 0.738
H 1.313 3.659 0.815
H -0.033 2.718 1.120
O -1.800 5.117 0.859
H -1.709 4.295 0.385
H -2.346 5.789 0.398
O 3.728 1.436 0.984
H 3.679 0.743 1.528
H 2.775 1.497 0.777
*
```

Electronic structure analysis, natural (NBO) charges in units of e:
1. C -0.36
2. C -0.19
3. C -0.32
4. C 0.01
5. N -0.85
6. H 0.20
7. H 0.18
8. H 0.20
9. H 0.19
10. H 0.19
11. H 0.39
12. H 0.37
13. O -0.99
14. H 0.51
15. H 0.48
16. O -0.96
17. H 0.48
18. H 0.49
19. O -0.92
20. H 0.45
21. H 0.47

Which of them is most stable, and which least? Most stable: P; least stable: Q.

P.
Computed, not measured: a 2-piece molecular cluster, C4H13NO3 overall, with ωB97M-V with the def2-TZVPD basis set.

The SMILES is N[C@@H](CO)CCO.O. The HOMO-LUMO gap is 10.3 eV. The LUMO energy is 0.02450 Eh.

Geometry as ORCA input:
```
! wB97M-V def2-TZVPD RIJCOSX def2/J DEFGRID3
* xyz 0 1
N 1.437 0.486 -0.309
C 0.546 -0.610 -0.674
C 1.034 -1.855 0.152
O 2.377 -2.052 -0.168
C -0.890 -0.209 -0.176
C -1.559 0.793 -1.049
O -2.918 0.805 -0.960
H 2.304 0.280 -0.716
H 1.021 1.306 -0.706
H 0.603 -0.991 -1.662
H 0.472 -2.771 -0.130
H 0.684 -1.590 1.160
H 2.993 -1.809 0.602
H -0.829 0.219 0.884
H -1.762 -0.868 -0.078
H -1.359 0.513 -2.116
H -1.074 1.827 -0.966
H -3.413 1.423 -0.315
O 0.127 2.054 2.529
H 0.849 1.425 2.322
H -0.644 1.623 2.375
*
```

Electronic structure analysis, natural (NBO) charges in units of e:
1. N -0.84
2. C -0.07
3. C -0.06
4. O -0.73
5. C -0.46
6. C -0.05
7. O -0.74
8. H 0.37
9. H 0.36
10. H 0.18
11. H 0.17
12. H 0.17
13. H 0.48
14. H 0.18
15. H 0.24
16. H 0.17
17. H 0.15
18. H 0.49
19. O -0.93
20. H 0.48
21. H 0.45

Q.
Computed, not measured: a 2-piece molecular cluster, C4H13NO3 overall, with ωB97M-V with the def2-TZVPD basis set.

The SMILES is C[C@H](O)[C@@H](N)CO.O. The HOMO-LUMO gap is 10.0 eV. The LUMO energy is 0.02273 Eh.

Geometry as ORCA input:
```
! wB97M-V def2-TZVPD RIJCOSX def2/J DEFGRID3
* xyz 0 1
C -0.582 -1.461 0.080
C -0.103 -0.324 -0.845
O 0.566 -0.852 -1.980
C 0.794 0.668 -0.068
N 2.173 0.804 -0.494
C 0.207 2.113 -0.205
O 0.842 3.025 0.632
H 0.251 -2.008 0.500
H -1.189 -2.110 -0.559
H -1.374 -1.059 0.709
H -0.965 0.190 -1.277
H 1.144 -1.623 -1.855
H 0.742 0.395 0.987
H 2.246 1.115 -1.461
H 2.677 -0.080 -0.446
H 0.237 2.378 -1.273
H -0.846 1.998 0.066
H 1.770 2.940 0.425
O -2.780 -1.670 2.199
H -3.076 -1.918 3.097
H -2.735 -2.522 1.770
*
```

Electronic structure analysis, natural (NBO) charges in units of e:
1. C -0.66
2. C 0.09
3. O -0.74
4. C -0.10
5. N -0.85
6. C -0.05
7. O -0.71
8. H 0.20
9. H 0.21
10. H 0.25
11. H 0.18
12. H 0.47
13. H 0.19
14. H 0.37
15. H 0.36
16. H 0.15
17. H 0.17
18. H 0.48
19. O -0.94
20. H 0.47
21. H 0.47

Which of them is most stable, and which least? Most stable: Q; least stable: P.

P.
Computed, not measured: a 3-piece molecular cluster, C4H13NO3 overall, with ωB97M-V with the def2-TZVPD basis set.

The SMILES is CCCNC=O.O.O. The HOMO-LUMO gap is 10.6 eV. The LUMO energy is 0.02146 Eh.

Geometry as ORCA input:
```
! wB97M-V def2-TZVPD RIJCOSX def2/J DEFGRID3
* xyz 0 1
C 1.511 -0.151 -2.354
C 1.227 -0.075 -0.843
C 0.022 -0.910 -0.437
N -1.185 -0.455 -1.124
C -2.380 -0.899 -0.610
O -2.483 -1.653 0.330
H 2.461 0.323 -2.571
H 0.748 0.406 -2.901
H 1.523 -1.196 -2.668
H 0.942 0.959 -0.634
H 2.093 -0.386 -0.273
H -0.152 -0.869 0.635
H 0.179 -1.980 -0.624
H -1.085 -0.442 -2.129
H -3.272 -0.452 -1.062
O 2.678 1.088 1.993
H 2.725 0.249 1.523
H 1.756 1.084 2.302
O -0.391 2.178 2.493
H -1.327 1.964 2.422
H -0.185 2.927 1.932
*
```

Electronic structure analysis, natural (NBO) charges in units of e:
1. C -0.61
2. C -0.39
3. C -0.23
4. N -0.64
5. C 0.53
6. O -0.59
7. H 0.22
8. H 0.20
9. H 0.20
10. H 0.21
11. H 0.19
12. H 0.22
13. H 0.18
14. H 0.39
15. H 0.11
16. O -0.94
17. H 0.46
18. H 0.48
19. O -0.96
20. H 0.48
21. H 0.48

Q.
Computed, not measured: a 2-piece molecular cluster, C4H13NO3 overall, with ωB97M-V with the def2-TZVPD basis set.

The SMILES is C[C@@H](O)CNCO.O. The HOMO-LUMO gap is 9.7 eV. The LUMO energy is 0.02892 Eh.

Geometry as ORCA input:
```
! wB97M-V def2-TZVPD RIJCOSX def2/J DEFGRID3
* xyz 0 1
C 1.745 -0.054 -1.883
C 0.614 -0.138 -0.929
O 0.311 -1.485 -0.618
C 1.112 0.474 0.414
N 0.035 0.884 1.356
C -0.595 -0.072 2.204
O -1.488 -0.889 1.543
H 2.517 0.745 -1.852
H 1.464 0.268 -2.959
H 2.137 -1.053 -2.254
H -0.381 0.149 -1.171
H 0.961 -2.002 -0.259
H 1.863 1.340 0.342
H 1.724 -0.300 1.053
H -0.660 1.540 0.845
H 0.139 -0.719 2.800
H -1.115 0.544 2.901
H -1.326 -1.296 0.590
O -3.071 1.044 -0.873
H -2.373 0.752 -0.254
H -3.612 0.267 -0.994
*
```

Electronic structure analysis, natural (NBO) charges in units of e:
1. C -0.69
2. C 0.04
3. O -0.74
4. C -0.23
5. N -0.66
6. C 0.10
7. O -0.80
8. H 0.24
9. H 0.23
10. H 0.24
11. H 0.20
12. H 0.47
13. H 0.20
14. H 0.20
15. H 0.36
16. H 0.15
17. H 0.18
18. H 0.51
19. O -0.94
20. H 0.47
21. H 0.47

Which of them is most stable, and which least? Most stable: P; least stable: Q.

P.
Computed, not measured: a 2-piece molecular cluster, C3H8N2 overall, with ωB97M-V with the def2-TZVPD basis set.

The HOMO-LUMO gap (alpha / beta) is 2.7 / 6.0 eV. The LUMO energy (alpha / beta) is 0.12965 / 0.12947 Eh.

Geometry as ORCA input:
```
! wB97M-V def2-TZVPD RIJCOSX def2/J DEFGRID3
* xyz -1 2
C -2.831 -2.223 -0.939
N -2.511 -1.005 -1.368
H -2.908 -2.338 0.174
H -3.479 -2.952 -1.442
H -3.094 -0.745 -2.167
C 1.230 0.995 1.496
C 2.621 1.548 -0.214
N 2.057 2.035 0.828
H 1.843 0.046 1.742
H 0.801 1.503 2.343
H 0.507 0.468 0.884
H 2.982 2.194 -1.030
H 2.783 0.474 -0.308
*
```

Electronic structure analysis, natural (NBO) charges in units of e:
1. C -0.49
2. N -0.94
3. H 0.08
4. H 0.08
5. H 0.27
6. C -0.47
7. C -0.06
8. N -0.40
9. H 0.18
10. H 0.20
11. H 0.24
12. H 0.16
13. H 0.14

Q.
Computed, not measured: a 2-piece molecular cluster, C3H8N2 overall, with ωB97M-V with the def2-TZVPD basis set.

The HOMO-LUMO gap (alpha / beta) is 2.8 / 5.1 eV. The LUMO energy (alpha / beta) is 0.11754 / 0.11573 Eh.

Geometry as ORCA input:
```
! wB97M-V def2-TZVPD RIJCOSX def2/J DEFGRID3
* xyz -1 2
C -4.149 1.837 -0.094
N -4.801 2.150 -1.118
H -3.970 0.800 0.408
H -3.315 2.560 0.382
H -4.045 2.348 -1.763
C 3.641 -1.410 0.429
C 2.308 -1.440 0.686
N 1.539 -0.680 -0.049
H 4.156 -0.818 -0.392
H 4.364 -2.044 1.015
H 1.746 -2.107 1.260
H 2.022 -0.486 -0.910
H 0.504 -0.709 0.146
*
```

Electronic structure analysis, natural (NBO) charges in units of e:
1. C -0.31
2. N -0.96
3. H 0.03
4. H 0.01
5. H 0.30
6. C -0.61
7. C 0.02
8. N -0.83
9. H 0.19
10. H 0.19
11. H 0.19
12. H 0.39
13. H 0.38

Which of them is most stable, and which least? Most stable: P; least stable: Q.

P.
Computed, not measured: C20H31N5O4 in the gas phase, with ωB97M-V with the def2-TZVPD basis set.

The SMILES is CN(C[C@@H](O)CNC(=O)c1cnn(CC2CCC2)c1)C(=O)C[C@H]1CCCC(=O)N1. The HOMO-LUMO gap is 9.9 eV. The LUMO energy is 0.01749 Eh.

Geometry as ORCA input:
```
! wB97M-V def2-TZVPD RIJCOSX def2/J DEFGRID3
* xyz 0 1
C 2.502 -0.965 0.668
N 1.488 -1.671 -0.108
C 0.135 -1.121 -0.103
C -0.796 -1.882 0.838
O -0.231 -1.999 2.137
C -2.139 -1.187 1.005
N -2.021 0.125 1.600
C -1.992 1.255 0.842
O -2.120 1.230 -0.374
C -1.792 2.517 1.577
C -1.677 2.796 2.956
N -1.506 4.088 3.174
N -1.511 4.653 1.953
C -1.282 6.082 1.817
C 0.142 6.394 1.411
C 0.611 6.048 -0.021
C 1.406 7.373 -0.027
C 0.502 7.868 1.124
C -1.678 3.752 0.974
C 1.931 -2.576 -1.028
O 3.114 -2.863 -1.120
C 0.904 -3.215 -1.946
C 1.368 -4.588 -2.443
C 1.431 -5.618 -1.320
C 0.039 -6.088 -0.922
C -0.639 -6.748 -2.116
C -0.531 -5.965 -3.409
O -1.287 -6.167 -4.342
N 0.484 -5.060 -3.504
H 3.286 -1.658 0.962
H 2.963 -0.164 0.083
H 2.035 -0.537 1.552
H 0.205 -0.084 0.223
H -0.288 -1.099 -1.107
H -0.987 -2.884 0.432
H 0.617 -2.448 2.054
H -2.619 -1.070 0.034
H -2.775 -1.808 1.636
H -1.762 0.179 2.569
H -1.723 2.125 3.799
H -1.981 6.471 1.073
H -1.525 6.524 2.782
H 0.828 5.970 2.148
H 1.155 5.117 -0.172
H -0.223 6.090 -0.725
H 2.431 7.223 0.311
H 1.419 7.952 -0.948
H -0.364 8.412 0.739
H 0.954 8.448 1.926
H -1.715 4.021 -0.068
H -0.074 -3.303 -1.474
H 0.771 -2.548 -2.804
H 2.367 -4.468 -2.859
H 2.013 -6.478 -1.664
H 1.973 -5.186 -0.479
H 0.096 -6.790 -0.089
H -0.563 -5.244 -0.570
H -0.177 -7.718 -2.317
H -1.699 -6.936 -1.949
H 0.505 -4.575 -4.388
*
```

Electronic structure analysis, natural (NBO) charges in units of e:
1. C -0.42
2. N -0.45
3. C -0.25
4. C 0.10
5. O -0.73
6. C -0.25
7. N -0.61
8. C 0.67
9. O -0.64
10. C -0.27
11. C -0.04
12. N -0.26
13. N -0.15
14. C -0.21
15. C -0.22
16. C -0.40
17. C -0.39
18. C -0.40
19. C 0.02
20. C 0.69
21. O -0.64
22. C -0.51
23. C -0.03
24. C -0.41
25. C -0.40
26. C -0.50
27. C 0.68
28. O -0.63
29. N -0.62
30. H 0.23
31. H 0.20
32. H 0.21
33. H 0.22
34. H 0.22
35. H 0.16
36. H 0.48
37. H 0.24
38. H 0.21
39. H 0.40
40. H 0.21
41. H 0.20
42. H 0.23
43. H 0.21
44. H 0.21
45. H 0.19
46. H 0.20
47. H 0.21
48. H 0.20
49. H 0.21
50. H 0.24
51. H 0.21
52. H 0.24
53. H 0.23
54. H 0.21
55. H 0.23
56. H 0.22
57. H 0.19
58. H 0.23
59. H 0.24
60. H 0.40

Q.
Computed, not measured: C20H31N5O4 in the gas phase, with ωB97M-V with the def2-TZVPD basis set.

The SMILES is CC(C)Cn1[nH]c(CC(=O)N2CC(CN(C)C(=O)CC(=O)NC3CC3)C2)cc1=O. The HOMO-LUMO gap is 8.8 eV. The LUMO energy is 0.01255 Eh.

Geometry as ORCA input:
```
! wB97M-V def2-TZVPD RIJCOSX def2/J DEFGRID3
* xyz 0 1
C -5.430 3.892 -1.395
C -4.161 3.056 -1.489
C -4.496 1.623 -1.884
C -3.358 3.168 -0.180
N -2.569 2.023 0.172
N -3.141 0.909 0.802
C -2.116 -0.042 0.868
C -2.434 -1.356 1.488
C -1.241 -2.292 1.435
O -0.353 -2.241 2.264
N -1.246 -3.173 0.410
C -2.304 -3.762 -0.422
C -1.208 -4.640 -1.074
C -1.033 -4.477 -2.573
N -2.109 -5.067 -3.351
C -2.007 -6.494 -3.582
C -3.133 -4.276 -3.754
O -3.156 -3.085 -3.456
C -4.238 -4.929 -4.572
C -5.329 -4.048 -5.178
O -5.865 -4.411 -6.212
N -5.691 -2.947 -4.493
C -6.694 -2.049 -4.973
C -6.926 -0.793 -4.198
C -6.270 -0.730 -5.549
C -0.147 -3.913 -0.211
C -0.997 0.428 0.297
C -1.259 1.793 -0.173
O -0.536 2.576 -0.765
H -6.100 3.499 -0.625
H -5.208 4.933 -1.146
H -5.969 3.890 -2.342
H -3.536 3.465 -2.289
H -5.099 1.125 -1.121
H -5.059 1.613 -2.819
H -3.594 1.027 -2.037
H -2.690 4.027 -0.226
H -4.040 3.366 0.657
H -3.570 1.207 1.672
H -2.725 -1.235 2.534
H -3.292 -1.784 0.962
H -3.043 -4.309 0.164
H -2.768 -3.041 -1.094
H -1.302 -5.695 -0.816
H -0.963 -3.417 -2.816
H -0.088 -4.933 -2.885
H -2.839 -6.878 -4.160
H -1.087 -6.721 -4.125
H -1.983 -7.036 -2.634
H -3.798 -5.464 -5.412
H -4.737 -5.678 -3.950
H -5.039 -2.623 -3.791
H -7.545 -2.546 -5.411
H -7.943 -0.441 -4.096
H -6.322 -0.618 -3.317
H -5.209 -0.529 -5.603
H -6.824 -0.342 -6.391
H 0.529 -3.251 -0.754
H 0.391 -4.545 0.496
H -0.058 -0.085 0.177
*
```

Electronic structure analysis, natural (NBO) charges in units of e:
1. C -0.60
2. C -0.23
3. C -0.61
4. C -0.22
5. N -0.27
6. N -0.41
7. C 0.22
8. C -0.54
9. C 0.69
10. O -0.60
11. N -0.44
12. C -0.22
13. C -0.22
14. C -0.22
15. N -0.43
16. C -0.41
17. C 0.70
18. O -0.67
19. C -0.60
20. C 0.68
21. O -0.63
22. N -0.61
23. C -0.06
24. C -0.43
25. C -0.43
26. C -0.20
27. C -0.36
28. C 0.61
29. O -0.64
30. H 0.20
31. H 0.21
32. H 0.21
33. H 0.21
34. H 0.20
35. H 0.21
36. H 0.22
37. H 0.24
38. H 0.19
39. H 0.38
40. H 0.24
41. H 0.23
42. H 0.19
43. H 0.22
44. H 0.21
45. H 0.24
46. H 0.20
47. H 0.22
48. H 0.20
49. H 0.20
50. H 0.25
51. H 0.25
52. H 0.43
53. H 0.23
54. H 0.22
55. H 0.21
56. H 0.22
57. H 0.22
58. H 0.20
59. H 0.21
60. H 0.24

Which of them is most stable, and which least? Most stable: P; least stable: Q.